Entry 1:
Molecular formula: C62H50N3O2P2PtSSe
Method: DFT, ωB97M-V with the def2-TZVPD basis set

```
! RIJCOSX wB97M-V def2-TZVPD def2/J DEFGRID3
* xyz 3 1
Pt 0.104 -0.064 -0.313
O 2.243 -2.073 -0.962
S 1.045 -2.178 -0.146
C 0.266 -3.744 -0.568
C 1.118 -4.831 -0.542
C 0.689 -6.131 -0.822
C -0.631 -6.313 -1.159
C -1.398 -7.541 -1.509
C -2.817 -7.047 -1.853
C -2.775 -5.573 -1.643
C -3.731 -4.597 -1.801
C -3.368 -3.274 -1.555
C -2.099 -2.881 -1.136
P -1.870 -1.066 -1.130
C -2.050 -0.766 -2.912
C -3.263 -0.474 -3.529
C -3.322 -0.383 -4.909
C -2.189 -0.611 -5.673
C -0.981 -0.916 -5.061
C -0.907 -0.987 -3.681
C -3.341 -0.419 -0.293
C -3.893 -1.101 0.791
C -4.955 -0.555 1.490
C -5.448 0.694 1.139
C -4.889 1.390 0.081
C -3.840 0.838 -0.639
C -1.089 -3.867 -0.956
C -1.484 -5.196 -1.232
C 1.675 -2.502 1.516
C 1.266 -3.584 2.270
C 2.018 -4.077 3.347
C 3.230 -3.488 3.622
C 4.319 -3.826 4.584
C 5.413 -2.759 4.353
C 4.873 -1.877 3.279
C 5.394 -0.785 2.625
C 4.593 -0.129 1.687
C 3.311 -0.544 1.346
P 2.271 0.625 0.406
C 3.346 1.192 -0.932
C 4.238 0.314 -1.545
C 5.012 0.753 -2.605
C 4.889 2.053 -3.068
C 3.987 2.923 -2.472
C 3.214 2.496 -1.408
C 2.209 1.999 1.637
C 1.042 2.159 2.324
C 0.880 3.166 3.430
C 2.190 3.788 3.819
C 3.329 3.572 3.116
C 3.349 2.766 1.963
C 2.818 -1.754 1.890
C 3.603 -2.341 2.899
H 2.154 -4.660 -0.290
H 1.385 -6.953 -0.775
H -1.402 -8.240 -0.670
H -0.930 -8.068 -2.342
H -3.579 -7.512 -1.224
H -3.085 -7.280 -2.885
H -4.732 -4.831 -2.125
H -4.119 -2.510 -1.707
H -4.159 -0.318 -2.947
H -4.263 -0.150 -5.384
H -2.252 -0.567 -6.748
H -0.103 -1.107 -5.660
H 0.035 -1.225 -3.194
H -3.508 -2.075 1.063
H -5.405 -1.106 2.303
H -6.270 1.118 1.692
H -5.265 2.365 -0.189
H -3.433 1.363 -1.493
H 0.370 -4.120 1.990
H 1.669 -4.938 3.895
H 4.694 -4.834 4.399
H 3.952 -3.815 5.612
H 6.361 -3.209 4.050
H 5.617 -2.182 5.257
H 6.388 -0.421 2.831
H 5.006 0.740 1.197
H 4.318 -0.706 -1.199
H 5.714 0.079 -3.072
H 5.496 2.392 -3.893
H 3.889 3.934 -2.839
H 2.513 3.163 -0.922
H 0.215 1.479 2.163
H 0.498 2.618 4.306
H 2.191 4.395 4.709
H 4.246 4.038 3.444
H 4.245 2.710 1.370
O -1.061 -0.762 2.072
H -0.876 -1.535 2.611
H -2.015 -0.615 2.096
C -2.000 3.438 4.637
N -1.356 4.345 3.725
C -1.955 5.488 3.284
C -1.099 6.083 2.417
N 0.010 5.295 2.336
C 1.141 5.639 1.513
C -0.152 4.233 3.139
Se -1.616 2.633 0.499
H -2.491 4.014 5.420
H -1.281 2.765 5.094
H -2.754 2.854 4.107
H -2.921 5.806 3.623
H -1.194 6.994 1.862
H 1.644 6.511 1.938
H 0.792 5.891 0.512
H 1.838 4.809 1.452
N 0.099 6.135 -7.495
C 0.091 5.428 -6.594
C 0.075 4.579 -5.467
C -0.681 3.398 -5.474
C -0.772 2.627 -4.346
C -0.102 3.009 -3.152
C 0.711 4.177 -3.184
C 0.793 4.940 -4.316
C -0.266 2.313 -1.986
C -0.536 1.834 -0.826
H -1.204 3.107 -6.372
H -1.368 1.728 -4.344
H 1.239 4.467 -2.290
H 1.394 5.836 -4.323
*
```

LUMO (spin up / spin down) (hartree): -0.3635 / -0.3633
Frontier orbital gap (spin up / spin down) (Eh): 0.151 / 0.152
HOMO level (spin up / spin down) (eV): -14.01 / -14.01
Strongest force on any atom (eV/A): 2.7

Entry 2:
Molecular formula: C62H55F6N9O22
Method: DFT, ωB97M-V with the def2-TZVPD basis set

```
! RIJCOSX wB97M-V def2-TZVPD def2/J DEFGRID3
* xyz 0 1
O -12.945 10.615 -23.990
N -11.868 11.116 -24.168
O -10.977 11.124 -23.329
C -11.561 11.674 -25.496
C -10.271 12.011 -25.693
C -9.963 12.535 -26.942
C -10.978 12.746 -27.811
C -12.318 12.446 -27.588
C -12.598 11.874 -26.333
H -9.638 11.856 -24.846
H -9.020 12.954 -27.280
H -10.726 13.301 -28.733
H -13.008 12.686 -28.383
H -13.568 11.684 -25.859
O -6.878 13.928 -21.685
N -7.544 12.937 -21.861
O -8.106 12.684 -22.919
C -7.545 11.886 -20.767
C -6.838 12.117 -19.622
C -6.953 11.221 -18.629
C -7.729 10.076 -18.839
C -8.326 9.850 -20.057
C -8.321 10.817 -21.030
H -6.288 13.055 -19.585
H -6.312 11.258 -17.763
H -7.766 9.284 -18.118
H -8.858 8.948 -20.304
H -8.758 10.791 -22.027
O -7.852 2.633 -26.150
N -7.424 3.553 -25.401
O -7.652 3.602 -24.210
C -6.661 4.685 -25.950
C -6.172 5.627 -25.102
C -5.480 6.692 -25.650
C -5.354 6.817 -27.057
C -5.991 5.881 -27.846
C -6.643 4.791 -27.322
H -6.346 5.466 -24.067
H -5.109 7.490 -25.040
H -4.946 7.736 -27.496
H -6.072 6.015 -28.918
H -7.059 4.018 -27.941
O -15.295 1.619 -17.609
N -14.755 1.687 -16.506
O -15.253 1.218 -15.483
C -13.462 2.318 -16.490
C -13.037 2.691 -15.254
C -11.767 3.291 -15.219
C -11.064 3.533 -16.385
C -11.583 3.148 -17.603
C -12.833 2.552 -17.674
H -13.643 2.496 -14.432
H -11.452 3.623 -14.231
H -10.065 3.993 -16.406
H -10.955 3.301 -18.470
H -13.328 2.203 -18.565
O -13.022 8.434 -17.681
N -13.130 7.223 -17.843
O -12.187 6.478 -18.118
C -14.420 6.601 -17.697
C -15.364 7.210 -16.904
C -16.609 6.685 -16.813
C -16.841 5.463 -17.475
C -15.920 4.906 -18.347
C -14.675 5.432 -18.475
H -15.038 8.149 -16.437
H -17.384 7.043 -16.169
H -17.816 4.959 -17.326
H -16.205 4.026 -18.882
H -13.852 5.086 -19.156
O -9.789 4.029 -20.375
N -10.693 4.792 -20.751
O -11.861 4.581 -20.633
C -10.304 6.061 -21.409
C -9.115 6.088 -22.106
C -8.865 7.193 -22.889
C -9.763 8.256 -22.845
C -10.905 8.206 -22.028
C -11.174 7.096 -21.308
H -8.535 5.148 -22.129
H -7.937 7.343 -23.394
H -9.651 9.163 -23.408
H -11.538 9.053 -22.051
H -11.987 6.992 -20.607
O -12.229 -0.131 -26.190
N -13.004 0.493 -25.472
O -14.073 0.072 -25.101
C -12.583 1.849 -24.983
C -13.417 2.507 -24.154
C -13.049 3.752 -23.738
C -11.748 4.201 -24.095
C -10.951 3.435 -24.971
C -11.371 2.245 -25.438
H -14.365 2.095 -23.864
H -13.740 4.335 -23.164
H -11.391 5.182 -23.795
H -10.022 3.861 -25.317
H -10.780 1.625 -26.121
O -9.102 6.454 -25.870
N -9.501 7.546 -26.372
O -8.994 8.632 -26.037
C -10.550 7.475 -27.359
C -10.819 8.651 -28.011
C -11.803 8.626 -28.988
C -12.551 7.507 -29.145
C -12.289 6.315 -28.384
C -11.212 6.305 -27.540
H -10.185 9.518 -27.795
H -11.996 9.535 -29.544
H -13.351 7.450 -29.868
H -12.927 5.429 -28.433
H -10.887 5.411 -27.021
O -5.657 8.508 -15.118
N -5.684 7.428 -15.756
O -4.689 6.715 -15.844
C -6.889 7.022 -16.357
C -6.824 6.037 -17.288
C -7.920 5.697 -17.988
C -9.088 6.465 -17.795
C -9.139 7.416 -16.774
C -8.069 7.742 -16.032
H -5.889 5.517 -17.428
H -7.934 4.876 -18.696
H -9.981 6.239 -18.363
H -10.059 7.928 -16.548
H -8.066 8.551 -15.328
C -14.785 7.265 -21.663
C -16.302 7.199 -21.744
O -16.722 6.479 -22.877
C -16.714 5.199 -22.754
O -16.255 4.515 -21.899
C -17.292 4.454 -24.149
F -16.224 3.977 -24.851
F -18.057 3.426 -23.868
F -17.975 5.234 -24.955
H -14.451 7.718 -20.732
H -14.350 7.764 -22.525
H -14.477 6.216 -21.651
H -16.618 8.200 -22.015
H -16.846 6.881 -20.854
C -6.905 10.290 -24.598
C -5.943 10.288 -23.412
O -6.096 8.973 -22.684
C -5.317 8.826 -21.638
O -4.578 9.627 -21.192
C -5.501 7.349 -21.118
F -5.164 6.562 -22.165
F -4.618 7.173 -20.148
F -6.745 7.087 -20.739
H -6.690 11.120 -25.257
H -7.919 10.476 -24.231
H -6.858 9.326 -25.140
H -6.116 11.051 -22.673
H -4.901 10.185 -23.649
*
```

LUMO (hartree): -0.0504
Frontier orbital gap (Eh): 0.312
Structure (SMILES): O=[N+]([O-])c1ccccc1.O=[N+]([O-])c1ccccc1.O=[N+]([O-])c1ccccc1.O=[N+]([O-])c1ccccc1.O=[N+]([O-])c1ccccc1.O=[N+]([O-])c1ccccc1.O=[N+]([O-])c1ccccc1.O=[N+]([O-])c1ccccc1.O=[N+]([O-])c1ccccc1.CCOC(=O)C(F)(F)F.CCOC(=O)C(F)(F)F
HOMO level (eV): -9.86
Strongest force on any atom (eV/A): 4.0